Entry 1:
ORCA calculation (ωB97M-V/def2-TZVPD) on C3H2F5N2P in the gas phase.

Structure (XYZ):
```
13
C3H2F5N2P (ωB97M-V/def2-TZVPD)
F -0.6667 2.2480 1.4812
C -0.8834 1.6076 0.3552
F -1.7018 2.2898 -0.3866
F -1.4570 0.4883 0.7403
P 0.7195 1.3156 -0.5541
N -0.5512 0.1265 -1.7693
N -0.5127 -1.0236 -1.3816
C 0.3086 -1.4664 -0.3175
C 1.1243 -0.3835 0.3494
F 0.7808 -0.2262 1.6649
F 2.4294 -0.8087 0.2362
H 0.8356 -2.2350 -0.7812
H -0.4253 -1.9323 0.3632
```

HOMO energy = -0.339 hartree
HOMO-LUMO gap = 8.95 eV
Structure (SMILES) = FC(F)(F)P1N=NCC1(F)F
Max |F| = 2.62 eV Å⁻¹
Calculated total energy = -28997.427 eV
Total charge = 0
Molecular weight = 192.03 g mol⁻¹
Energy above the lowest of the compared OMol25 structures with the same formula, charge and spin = 0.000 eV

Entry 2:
ORCA calculation (ωB97M-V/def2-TZVPD) on 2 unconnected molecules or ions with the total composition CHClFNO2.

Structure (XYZ):
```
7
CHClFNO2 (ωB97M-V/def2-TZVPD)
C 0.0166 -0.5641 0.3395
N -0.1531 0.7773 -0.4045
O -1.0190 1.5180 -0.0441
O 0.6449 0.9526 -1.3013
F -1.0228 -0.6760 1.1169
Cl 0.2622 -1.8961 -0.6925
H 1.2713 -0.1116 0.9860
```

HOMO energy = -0.418 hartree
HOMO-LUMO gap = 10.99 eV
Max |F| = 5.38 eV Å⁻¹
Calculated total energy = -21873.481 eV
Total charge = 0
Molecular weight = 113.48 g mol⁻¹
Energy above the lowest of the compared OMol25 structures with the same formula, charge and spin = 1.337 eV

Entry 3:
ORCA calculation (ωB97M-V/def2-TZVPD) on a molecular structure, CHKO2.

Structure (XYZ):
```
5
CHKO2 (ωB97M-V/def2-TZVPD)
H -0.9568 1.4075 -0.0787
O -0.9126 -0.6131 0.0011
C -0.3291 0.4993 0.0689
O 0.9215 0.6090 0.0072
K 1.2770 -1.9027 0.0015
```

HOMO energy = -0.322 hartree
HOMO-LUMO gap = 8.16 eV
Max |F| = 2.10 eV Å⁻¹
Calculated total energy = -21474.108 eV
Total charge = 0
Molecular weight = 84.12 g mol⁻¹
Energy above the lowest of the compared OMol25 structures with the same formula, charge and spin = 0.003 eV

Entry 4:
ORCA calculation (ωB97M-V/def2-TZVPD) on C16H28N4O2S in the gas phase.

Structure (XYZ):
```
51
C16H28N4O2S (ωB97M-V/def2-TZVPD)
C 3.0477 -0.9908 4.8917
C 2.3020 -0.6923 3.5981
C 2.0559 0.8128 3.4353
C 1.4070 1.1357 2.1424
N 2.0222 1.6091 1.0982
N 1.1284 1.7758 0.1091
C -0.0356 1.4019 0.5692
S -1.5426 1.4208 -0.2988
C -1.0688 2.4517 -1.7315
C -1.3679 1.7378 -3.0430
O -2.3289 2.0842 -3.7070
N -0.5668 0.7184 -3.4041
C 0.6685 0.3014 -2.7793
C 1.8479 0.5785 -3.7148
C 1.6386 -0.1237 -5.0530
C 0.3030 0.3076 -5.6531
C -0.8243 0.0373 -4.6590
N 0.0701 0.9804 1.8640
C -0.9997 0.4822 2.6840
C -1.4214 -0.9255 2.2616
C -2.5523 -1.4477 3.1552
O -2.8934 -2.7874 2.9066
C -3.6111 -3.0012 1.7146
H 3.2143 -2.0602 4.9949
H 2.4764 -0.6480 5.7520
H 4.0128 -0.4900 4.8993
H 1.3495 -1.2263 3.5988
H 2.8858 -1.0460 2.7463
H 1.4428 1.1799 4.2628
H 3.0118 1.3373 3.4540
H -0.0223 2.7147 -1.5967
H -1.6988 3.3409 -1.6938
H 0.8339 0.8088 -1.8312
H 0.6025 -0.7772 -2.5873
H 2.7675 0.2377 -3.2385
H 1.9280 1.6556 -3.8743
H 2.4545 0.1172 -5.7364
H 1.6366 -1.2059 -4.9003
H 0.1056 -0.2322 -6.5801
H 0.3285 1.3754 -5.8786
H -1.7790 0.3993 -5.0433
H -0.8989 -1.0382 -4.4615
H -0.6664 0.4852 3.7243
H -1.8530 1.1616 2.5825
H -1.7538 -0.8939 1.2226
H -0.5725 -1.6094 2.3290
H -3.4357 -0.8004 3.0436
H -2.2333 -1.4274 4.2017
H -3.9270 -4.0423 1.7337
H -2.9947 -2.8301 0.8259
H -4.4938 -2.3530 1.6641
```

HOMO energy = -0.312 hartree
HOMO-LUMO gap = 9.10 eV
Structure (SMILES) = CCCc1nnc(SCC(=O)N2CCCCC2)n1CCCOC
Max |F| = 1.18 eV Å⁻¹
Calculated total energy = -37937.200 eV
Total charge = 0
Molecular weight = 340.49 g mol⁻¹
Energy above the lowest of the compared OMol25 structures with the same formula, charge and spin = 0.646 eV

Entry 5:
ORCA calculation (ωB97M-V/def2-TZVPD) on a molecular structure, C28H28F6IrN6O4PS3Sb.

Structure (XYZ):
```
78
C28H28F6IrN6O4PS3Sb (ωB97M-V/def2-TZVPD)
Ir 0.1791 0.3461 -0.0845
O 1.5179 4.6612 -1.7073
C 0.3055 5.1524 -1.4305
C 0.0460 6.4381 -1.9060
C -1.1753 7.0310 -1.6840
C -2.1845 6.3690 -0.9734
C -1.9406 5.1129 -0.4860
C -0.7048 4.4691 -0.7182
C -0.5196 3.1116 -0.2579
O 0.4494 2.4039 -0.6675
N -1.4090 2.6406 0.6807
N -1.0598 1.4188 1.0576
C -1.6026 1.0089 2.2054
C -1.1829 -0.0965 2.9320
C -1.7740 -0.2752 4.2252
C -1.2773 -1.1713 5.1083
C -0.1352 -1.9341 4.7452
C 0.4341 -1.8317 3.5102
C -0.0975 -0.9576 2.5370
O 0.4239 -1.0157 1.3503
H 1.6885 3.8130 -1.2624
H 0.8362 6.9483 -2.4410
H -1.3532 8.0316 -2.0573
H -3.1417 6.8439 -0.8097
H -2.6973 4.5840 0.0759
H -2.3555 1.6692 2.6219
H -2.6124 0.3555 4.4946
H -1.7181 -1.2838 6.0886
H 0.3004 -2.6078 5.4731
H 1.3098 -2.4045 3.2352
C -1.4464 2.6436 -3.9352
P -0.3036 1.3253 -3.5490
C 1.3544 1.9965 -3.7012
C -0.4711 0.1004 -4.8451
O -0.6203 0.6920 -2.2107
H -1.2314 3.0558 -4.9226
H -1.3501 3.4341 -3.1885
H -2.4645 2.2544 -3.9143
H 1.7572 1.7663 -4.6881
H 1.9992 1.5669 -2.9344
H 1.3436 3.0775 -3.5657
H -0.3032 0.5452 -5.8267
H -1.4728 -0.3282 -4.8027
H 0.2627 -0.6896 -4.6750
N 2.8444 -0.3946 -1.3222
C 3.5147 -1.2977 -2.0430
C 2.6193 -2.2810 -2.4137
C 1.4039 -1.8876 -1.8507
N 1.5543 -0.7431 -1.1910
H 3.2172 0.4253 -0.8529
H 4.5682 -1.1801 -2.2374
H 2.8163 -3.1583 -3.0041
H 0.4351 -2.3589 -1.9011
S -2.3113 -6.7353 -0.7833
C -2.1826 -5.1464 -0.4194
S -2.5865 -3.8471 -1.4840
C -2.0107 -2.6854 -0.3181
N -1.5437 -3.2708 0.8001
N -1.6568 -4.5852 0.7367
C -1.2415 -5.3301 1.8936
C -2.0750 -6.2884 2.4478
C -1.6382 -6.9798 3.5660
C -0.3935 -6.7056 4.1164
C 0.4235 -5.7334 3.5519
C 0.0001 -5.0364 2.4344
S -2.1438 -1.0536 -0.6369
H -3.0565 -6.4716 2.0345
H -2.2789 -7.7294 4.0105
H -0.0611 -7.2487 4.9913
H 1.3959 -5.5250 3.9789
H 0.6213 -4.2839 1.9669
F 2.0789 1.2225 1.2236
Sb 3.5089 2.5267 1.0263
F 2.1916 3.8591 1.1653
F 3.7762 2.4310 2.8652
F 4.8807 3.7461 0.7449
F 4.5847 1.0154 0.6638
F 3.1418 2.4598 -0.8569
```

HOMO energy (alpha / beta) = -0.401 / -0.409 hartree
HOMO-LUMO gap (alpha / beta) = 7.46 / 5.25 eV
Max |F| = 0.43 eV Å⁻¹
Calculated total energy = -114093.876 eV
Total charge = +1
⟨S²⟩ = 6.0773
Molecular weight = 1067.71 g mol⁻¹
2S+1 = 5
Energy above the lowest of the compared OMol25 structures with the same formula, charge and spin = 0.557 eV

Entry 6:
ORCA calculation (ωB97M-V/def2-TZVPD) on C6H15N in the gas phase.

Structure (XYZ):
```
22
C6H15N (ωB97M-V/def2-TZVPD)
C 2.5274 0.1589 -1.4473
C 2.2202 0.8285 -0.1227
C 0.8149 1.3321 0.0266
N -0.1164 0.2214 0.0123
C -1.5326 0.4543 -0.0868
C -2.3738 -0.8424 0.2898
C -1.7575 -1.6488 1.4005
H 2.3802 0.8653 -2.2707
H 3.5304 -0.2865 -1.3068
H 1.8687 -0.6961 -1.6530
H 2.4300 0.0821 0.6768
H 3.0028 1.5489 0.1295
H 0.7191 2.1463 -0.6997
H 0.7460 1.8856 1.0162
H 0.1346 -0.4552 -0.6919
H -1.9818 0.8909 -1.0002
H -1.8871 1.1947 0.6531
H -3.3627 -0.4256 0.4163
H -2.4949 -1.5607 -0.5637
H -1.8328 -2.7633 1.1913
H -2.2997 -1.5622 2.3659
H -0.7350 -1.3683 1.6643
```

HOMO energy = -0.320 hartree
HOMO-LUMO gap = 9.82 eV
Structure (SMILES) = CCCNCCC
Max |F| = 2.57 eV Å⁻¹
Calculated total energy = -7954.505 eV
Total charge = 0
Molecular weight = 101.19 g mol⁻¹
Energy above the lowest of the compared OMol25 structures with the same formula, charge and spin = 1.261 eV

Entry 7:
ORCA calculation (ωB97M-V/def2-TZVPD) on C4H6O2 in the gas phase.

Structure (XYZ):
```
12
C4H6O2 (ωB97M-V/def2-TZVPD)
O 1.9948 0.6527 1.2317
C 1.9308 0.2308 0.1003
C 0.6574 -0.2703 -0.5298
C -0.5174 -0.1835 0.4226
C -2.7956 0.0151 -0.3581
O -1.6964 -0.6673 -0.2623
H 2.8322 0.1970 -0.5449
H 0.8102 -1.3035 -0.8677
H 0.4629 0.3168 -1.4368
H -0.3677 -0.8210 1.2957
H -2.6121 0.9904 0.1882
H -0.6992 0.8428 0.7612
```

HOMO energy = -0.321 hartree
HOMO-LUMO gap = 9.40 eV
Max |F| = 0.58 eV Å⁻¹
Calculated total energy = -8336.492 eV
Total charge = 0
Molecular weight = 86.09 g mol⁻¹
Energy above the lowest of the compared OMol25 structures with the same formula, charge and spin = 3.969 eV

Entry 8:
ORCA calculation (ωB97M-V/def2-TZVPD) on a molecular structure, C29H48CdCl2N3O4SiTe.

Structure (XYZ):
```
89
C29H48CdCl2N3O4SiTe (ωB97M-V/def2-TZVPD)
C -5.4036 3.8331 -2.0244
C -5.0136 4.9862 -2.9036
H -5.8379 4.2072 -1.0819
H -4.5222 3.2228 -1.7958
H -6.1783 3.1957 -2.4866
C -5.8665 6.0185 -3.0927
C -7.2210 6.1518 -2.4652
H -5.6043 6.8487 -3.7445
H -7.2222 5.9300 -1.3922
H -7.9776 5.5108 -2.9311
H -7.5765 7.1779 -2.5892
Cd -0.6298 1.2370 -0.8912
Cl -1.0912 -0.2118 -4.1800
C 1.7874 1.4191 -3.0800
O 1.3842 1.3540 -1.8755
N 2.6153 2.3793 -3.4926
C 3.3070 3.2538 -2.5496
C 2.6969 2.6935 -4.9164
H 1.4723 0.6864 -3.8383
H 3.6090 2.6838 -1.6649
H 2.6765 4.0972 -2.2272
H 4.1911 3.6481 -3.0604
H 2.5344 1.7706 -5.4845
H 3.6891 3.1021 -5.1359
H 1.9248 3.4214 -5.2220
H 3.8315 -0.4456 1.5327
H 3.3038 -3.5205 0.6952
C 3.1362 -0.9329 2.2280
C 2.6241 -3.2656 1.5272
N 2.2571 -1.8503 1.5188
H 2.5467 -0.1689 2.7369
C 1.2893 -1.3664 0.7225
O 0.9427 -0.1670 0.6933
H 1.7253 -3.8906 1.4419
H 0.7888 -2.1256 0.0824
H 3.7043 -1.5259 2.9479
H 3.1375 -3.4782 2.4735
H -3.9196 0.5696 3.8383
H -4.1990 2.8146 1.2315
C -3.3472 1.4949 4.0002
C -3.6945 3.1599 2.1446
N -2.8972 2.0890 2.7433
H -2.4927 1.2504 4.6396
C -1.8978 1.5676 2.0431
O -1.6070 2.0278 0.8954
H -3.0473 4.0032 1.8821
H -1.3282 0.7442 2.5028
H -3.9854 2.2191 4.5084
H -4.4316 3.4619 2.8906
O -2.6009 4.5331 -2.6786
C -3.6272 4.9122 -3.5979
C -3.2897 7.4241 -3.6664
C -3.2998 6.2027 -4.3435
H -3.6800 7.4710 -2.6419
C -2.8118 8.5756 -4.3050
H -3.6964 4.0701 -4.3191
C -3.0172 6.1727 -5.7147
H -2.8236 9.5306 -3.7678
C -2.3222 8.4868 -5.6139
C -2.3969 7.2759 -6.3089
H -3.2377 5.2665 -6.2854
H -1.8709 9.3590 -6.0970
H -1.9718 7.1728 -7.3118
Si -0.8731 5.2048 -2.9969
Cl -0.7409 4.3615 -4.8779
C -1.2184 6.6592 -1.6843
C 0.4696 6.5625 -3.5348
C -0.0144 4.0869 -1.7565
H -1.3243 7.6626 -2.1178
H -0.3804 6.6954 -0.9659
H -2.1369 6.4092 -1.1322
H -0.8266 3.5754 -1.2164
H 0.5367 4.6823 -1.0227
H 0.6830 3.3945 -2.2229
H -0.0152 7.4899 -3.8816
H 1.1174 6.2067 -4.3514
H 1.1241 6.8140 -2.6805
Te -2.2381 -0.5947 -2.0325
C -1.3208 -2.3832 -1.3379
C -1.7097 -2.9232 -0.0926
C -1.1421 -4.1308 0.3251
C -0.1938 -4.7954 -0.4731
C 0.1996 -4.2392 -1.6911
C -0.3665 -3.0313 -2.1289
H -2.4444 -2.3897 0.5140
H -1.4426 -4.5725 1.2769
H 0.2344 -5.7463 -0.1409
H 0.9475 -4.7402 -2.3080
H -0.0779 -2.5814 -3.0784
```

HOMO energy = -0.047 hartree
HOMO-LUMO gap = 3.26 eV
Max |F| = 5.72 eV Å⁻¹
Calculated total energy = -88291.870 eV
Total charge = -1
Molecular weight = 841.72 g mol⁻¹